{"formula": "C54H42IrN6O2S3", "method": "wB97M-V/def2-TZVPD", "elements": ["Ir", "O", "C", "O", "C", "C", "C", "C", "C", "C", "C", "C", "C", "N", "H", "H", "H", "H", "H", "H", "N", "S", "N", "S", "N", "S", "N", "C", "C", "C", "C", "C", "C", "C", "C", "C", "C", "C", "C", "C", "C", "C", "C", "C", "C", "C", "C", "C", "C", "C", "C", "C", "C", "C", "C", "C", "C", "C", "C", "C", "C", "C", "C", "H", "H", "H", "H", "H", "H", "H", "H", "H", "H", "H", "H", "H", "H", "H", "H", "H", "H", "H", "H", "H", "H", "H", "H", "H", "H", "H", "H", "H", "H", "C", "C", "C", "C", "C", "C", "C", "C", "N", "H", "H", "H", "H", "H", "H"], "positions_angstrom": [[-0.70872, -0.71602, 1.46182], [-1.30133, -2.11392, 5.19799], [-1.19140, -1.91290, 4.00911], [-0.36745, -1.09018, 3.44077], [-2.06624, -2.68121, 3.03417], [-2.82269, -3.75731, 3.52579], [-3.55411, -4.50237, 2.65649], [-3.58095, -4.13770, 1.29263], [-4.35173, -4.85284, 0.34317], [-4.41968, -4.43555, -0.95171], [-3.71729, -3.27600, -1.34927], [-2.95032, -2.57626, -0.46206], [-2.84550, -3.00807, 0.87759], [-2.04650, -2.31575, 1.76306], [-2.77465, -3.95509, 4.58675], [-4.12537, -5.36015, 2.99082], [-4.89567, -5.72929, 0.67239], [-5.02481, -4.97389, -1.66878], [-3.80017, -2.93984, -2.37660], [-2.42832, -1.67015, -0.73247], [-0.84668, -0.28212, -0.58020], [-0.20156, 0.07555, -1.83498], [0.89373, 1.30710, -2.01376], [1.89483, 1.89579, -1.03139], [2.84191, 0.96949, -0.21866], [2.29582, 0.40022, 1.23897], [0.88733, 0.54839, 1.56549], [3.29652, 1.26159, 2.41569], [2.72930, 1.39533, 3.67481], [3.43594, 2.08791, 4.64919], [4.67883, 2.62917, 4.35627], [5.24152, 2.46879, 3.09400], [4.55104, 1.77799, 2.11247], [2.98235, -1.24128, 1.17168], [2.13107, -2.22651, 0.68781], [2.59250, -3.52555, 0.56387], [3.89642, -3.83290, 0.92710], [4.73473, -2.84581, 1.42500], [4.28272, -1.54021, 1.55203], [1.12101, 3.13950, -0.02620], [-0.21554, 3.44208, -0.21704], [-0.79638, 4.41688, 0.58375], [-0.04455, 5.05935, 1.55485], [1.30604, 4.76412, 1.70903], [1.90276, 3.81006, 0.90643], [2.98884, 2.84478, -2.04745], [4.34174, 2.87765, -1.75655], [5.16101, 3.71847, -2.49872], [4.62153, 4.50775, -3.50168], [3.25993, 4.45997, -3.78035], [2.43103, 3.62613, -3.05250], [-1.46928, 0.70742, -2.90028], [-2.43708, -0.22646, -3.26723], [-3.41585, 0.13376, -4.17603], [-3.41186, 1.40704, -4.73162], [-2.41380, 2.31014, -4.39827], [-1.41393, 1.95688, -3.50262], [0.80143, -1.27090, -2.42143], [1.88718, -1.07985, -3.27452], [2.44053, -2.17371, -3.92080], [1.89363, -3.43799, -3.74618], [0.79186, -3.61707, -2.92054], [0.22416, -2.53180, -2.27451], [1.75169, 0.97007, 3.86980], [3.01256, 2.19914, 5.63845], [5.21977, 3.17593, 5.11761], [6.21971, 2.87826, 2.87875], [4.97424, 1.64301, 1.12637], [1.10785, -1.98814, 0.40728], [1.93443, -4.29419, 0.18028], [4.25976, -4.84700, 0.82504], [5.74697, -3.09016, 1.71795], [4.93682, -0.78177, 1.95790], [-0.80310, 2.90864, -0.95274], [-1.84135, 4.66381, 0.45059], [-0.50855, 5.79850, 2.19436], [1.89572, 5.27856, 2.45617], [2.96010, 3.60254, 0.99970], [4.74189, 2.24761, -0.97698], [6.22149, 3.75348, -2.28908], [5.26400, 5.16288, -4.07515], [2.84393, 5.07586, -4.56616], [1.37259, 3.57382, -3.26450], [-2.42576, -1.21947, -2.83823], [-4.17674, -0.58141, -4.45941], [-4.17542, 1.68727, -5.44497], [-2.40446, 3.29669, -4.84245], [-0.61707, 2.64601, -3.27362], [2.29768, -0.09082, -3.41990], [3.28960, -2.03559, -4.57679], [2.32002, -4.28559, -4.26679], [0.36079, -4.60163, -2.79230], [-0.65059, -2.65833, -1.64892], [-2.05777, 0.74785, 1.93663], [-3.45543, 0.23968, 1.83807], [-4.12014, 0.29057, 0.61449], [-5.35234, -0.31725, 0.45001], [-5.94140, -0.97474, 1.52613], [-5.33357, -0.94747, 2.78092], [-4.10285, -0.33265, 2.93195], [-7.13480, -1.75994, 1.32078], [-8.05785, -2.42021, 1.13936], [-1.72506, 0.98822, 2.94650], [-1.80363, 1.48937, 1.18110], [-3.64651, 0.79028, -0.22412], [-5.85162, -0.30668, -0.51001], [-5.82055, -1.41976, 3.62380], [-3.62490, -0.31791, 3.90554]], "total_charge": 1, "spin_multiplicity": 1, "homo_ev": -10.0, "e_above_lowest_kcal_mol": 13.9}

{"formula": "C54H42N5O6S2Zr", "method": "wB97M-V/def2-TZVPD", "elements": ["Zr", "O", "C", "C", "C", "C", "C", "C", "C", "C", "C", "O", "C", "C", "C", "C", "C", "C", "C", "C", "C", "C", "C", "C", "N", "C", "C", "C", "C", "C", "C", "C", "C", "C", "C", "C", "C", "H", "H", "H", "H", "H", "H", "H", "H", "H", "H", "H", "H", "H", "H", "H", "H", "H", "H", "H", "H", "H", "H", "H", "H", "H", "H", "H", "O", "C", "O", "C", "C", "N", "N", "C", "C", "O", "O", "H", "H", "H", "C", "C", "C", "C", "N", "C", "C", "C", "C", "C", "C", "N", "H", "H", "H", "H", "H", "H", "H", "H", "S", "C", "C", "C", "C", "C", "C", "S", "H", "H", "H", "H"], "positions_angstrom": [[-0.49987, 0.50525, 0.10439], [0.66827, -1.08871, -0.05679], [0.78006, -2.34236, -0.69963], [0.03990, -2.28855, -2.06796], [-1.37198, -1.84579, -1.98449], [-2.11798, -2.22979, -3.11892], [-3.41628, -1.78794, -3.25824], [-4.01128, -1.14997, -2.15039], [-3.21826, -0.76552, -1.06375], [-3.89469, 0.04316, -0.01600], [-3.37433, 0.12795, 1.47019], [-1.92594, 0.25835, 1.50077], [-3.80461, -1.13589, 2.27055], [-2.90945, -1.79321, 3.17068], [-3.30273, -2.92843, 3.80822], [-4.57791, -3.47724, 3.64320], [-5.44755, -2.88714, 2.75410], [-5.05374, -1.75297, 2.02850], [-3.94837, 1.40829, 2.20193], [-4.75101, 2.32251, 1.53144], [-5.04320, 3.55127, 2.12390], [-4.69622, 3.80336, 3.47453], [-3.98028, 2.83316, 4.17198], [-3.61230, 1.65408, 3.51689], [-1.86933, -0.99262, -1.07242], [2.25546, -2.52601, -1.10732], [3.29214, -1.77889, -0.51252], [4.62643, -2.13498, -0.65882], [4.96763, -3.15847, -1.54837], [3.96974, -3.79983, -2.22842], [2.62119, -3.49238, -2.02262], [0.23954, -3.49339, 0.23897], [0.04600, -4.76031, -0.32976], [-0.25144, -5.80247, 0.50307], [-0.33480, -5.69294, 1.89741], [-0.26026, -4.39883, 2.42818], [-0.09243, -3.29959, 1.60198], [0.60699, -1.63484, -2.73863], [0.05989, -3.26300, -2.58038], [-1.65393, -2.87211, -3.88541], [-3.94932, -1.91888, -4.17118], [-5.06331, -0.87954, -2.14073], [-3.84860, 1.03482, -0.47924], [-4.93978, -0.15874, -0.07011], [-1.92699, -1.40063, 3.30502], [-2.62094, -3.39273, 4.50910], [-4.77627, -4.39506, 4.20754], [-6.46286, -3.25290, 2.56344], [-5.74554, -1.38564, 1.26553], [-5.14220, 2.17946, 0.51790], [-5.63097, 4.29719, 1.57133], [-5.03339, 4.71438, 3.93638], [-3.63462, 3.03387, 5.20040], [-3.05302, 0.90241, 4.06567], [3.06532, -0.91865, 0.11736], [5.37397, -1.53031, -0.16414], [6.00169, -3.48312, -1.60333], [4.27666, -4.61572, -2.86972], [1.89985, -4.00697, -2.62377], [0.13001, -4.90173, -1.42816], [-0.28432, -6.80326, 0.08530], [-0.52115, -6.54988, 2.57618], [-0.45657, -4.21553, 3.48564], [-0.09653, -2.26061, 2.02763], [0.94176, 3.96898, 4.76059], [1.67924, 2.85254, 5.01308], [2.48922, 2.82474, 5.90127], [1.50876, 1.69027, 4.08731], [1.99605, 0.40542, 4.19064], [1.64354, -0.25975, 3.09362], [0.92537, 0.47809, 2.23745], [0.86977, 1.67592, 2.78739], [0.14416, 2.72054, 1.97146], [-0.40029, 3.71225, 2.47851], [0.14763, 2.46836, 0.68087], [0.37171, 3.89784, 3.93035], [2.56035, -0.00665, 5.02833], [1.75291, -1.25962, 2.88120], [3.62574, 5.03123, 0.10734], [5.03428, 5.17786, -0.03416], [5.69307, 4.45993, -1.01523], [4.96421, 3.45216, -1.74772], [3.63513, 3.50261, -1.76284], [2.99152, 4.29964, -0.89991], [5.66149, 2.37505, -2.50295], [7.04950, 2.14461, -2.41017], [7.58498, 0.96957, -2.94764], [6.78071, 0.17939, -3.76358], [5.44562, 0.54085, -3.86717], [4.87325, 1.61263, -3.29094], [3.08942, 5.42481, 0.95258], [5.62492, 5.91025, 0.53361], [6.76085, 4.58497, -1.22635], [1.92919, 4.35816, -1.01658], [7.63919, 2.81917, -1.82338], [8.63206, 0.76797, -2.74955], [7.19819, -0.74463, -4.20533], [4.72569, -0.04905, -4.43787], [-2.43833, 2.53536, -0.88761], [-2.29254, 2.26233, -2.57527], [-3.36537, 2.62662, -3.41181], [-3.51350, 2.05730, -4.70534], [-2.47706, 1.28646, -5.20851], [-1.28646, 1.20228, -4.51249], [-1.16624, 1.63228, -3.19412], [0.32919, 1.45102, -2.33635], [-4.11727, 3.31860, -2.97216], [-4.45588, 2.16217, -5.20775], [-2.58570, 0.86149, -6.18842], [-0.51424, 0.59251, -4.95850]], "total_charge": -1, "spin_multiplicity": 1, "homo_ev": -3.6}